[1]
Molecular formula: C7H14N2O
Method: DFT, ωB97M-V with the def2-TZVPD basis set

Structure (XYZ):
```
24
Properties=species:S:1:pos:R:3
C -2.394 0.603 0.656
C -1.310 0.442 -0.348
N -0.847 1.702 -0.710
N 0.299 1.937 -0.462
C 0.963 0.628 0.266
C 2.363 0.498 -0.242
O 0.861 0.875 1.627
C -0.092 -0.448 -0.125
C -0.175 -1.613 0.827
C 0.244 -0.944 -1.495
H -3.151 -0.180 0.533
H -2.833 1.605 0.584
H -2.109 0.719 1.645
H -1.884 0.150 -1.283
H 2.360 0.341 -1.291
H 2.832 -0.410 0.054
H 2.881 1.344 0.132
H 1.641 1.358 1.849
H -1.116 -1.959 0.616
H -0.299 -1.267 1.928
H 0.639 -2.222 0.644
H 1.291 -1.153 -1.386
H 0.085 -0.167 -2.273
H -0.249 -1.838 -1.745
```

## Properties
* HOMO energy: -0.3062 hartree
* HOMO-LUMO gap: 9.122 eV
* energy above the lowest of the compared OMol25 structures with the same formula, charge and spin: 243.8 kJ/mol
* F_max: 4.7 eV/A
* SMILES string: C[C@H]1N=N[C@@](C)(O)C1(C)C

Computed Löwdin charges, given in elementary charges:
1. C -0.044
2. C -0.395
3. N 0.005
4. N 0.136
5. C -0.475
6. C -0.012
7. O 0.041
8. C -0.454
9. C 0.000
10. C -0.043
11. H 0.092
12. H 0.090
13. H 0.054
14. H 0.164
15. H 0.070
16. H 0.088
17. H 0.084
18. H 0.085
19. H 0.056
20. H 0.130
21. H 0.068
22. H 0.064
23. H 0.117
24. H 0.081



[2]
Molecular formula: C2HClFP
Method: DFT, ωB97M-V with the def2-TZVPD basis set

Structure (XYZ):
```
6
Properties=species:S:1:pos:R:3
C -2.098 0.289 -0.330
C -0.922 0.406 -0.117
F 2.449 -1.612 0.093
P 2.998 -0.071 0.355
Cl 0.731 0.497 0.257
H -3.160 0.491 -0.258
```

## Properties
* HOMO energy (alpha / beta): -0.3134 / -0.2998 hartree
* HOMO-LUMO gap (alpha / beta): 7.044 / 6.779 eV
* energy above the lowest of the compared OMol25 structures with the same formula, charge and spin: 338.0 kJ/mol
* F_max: 2.4 eV/A

Computed Löwdin charges, given in elementary charges:
1. C 0.022
2. C -0.604
3. F -0.553
4. P 0.583
5. Cl 0.513
6. H 0.038



[3]
Molecular formula: C13H10AsN4ORhS5
Method: DFT, ωB97M-V with the def2-TZVPD basis set

Structure (XYZ):
```
35
Properties=species:S:1:pos:R:3
Rh 0.302 -0.321 0.403
O 0.067 2.715 -2.334
C 0.334 1.773 -1.576
N -0.476 1.057 -0.827
C -1.871 1.351 -0.653
C -2.485 0.314 0.267
C -3.856 0.238 0.452
C -4.382 -0.740 1.280
C -3.524 -1.631 1.899
C -2.163 -1.504 1.683
N -1.667 -0.546 0.902
C 1.770 1.271 -1.432
C 2.793 1.817 -2.179
C 4.071 1.292 -2.050
C 4.281 0.229 -1.189
C 3.212 -0.264 -0.453
N 2.000 0.268 -0.563
H -2.406 1.357 -1.609
H -2.008 2.346 -0.207
H -4.496 0.939 -0.068
H -5.453 -0.816 1.422
H -3.887 -2.435 2.523
H -1.440 -2.188 2.111
H 2.548 2.630 -2.848
H 4.893 1.700 -2.627
H 5.251 -0.236 -1.085
H 3.302 -1.103 0.226
S -0.696 -4.836 0.925
As 0.846 -3.506 0.303
S 1.244 -1.974 1.837
S 0.063 -1.995 -1.150
S 2.638 -4.410 -0.389
S 0.289 3.781 2.884
C 0.408 2.257 2.265
N 0.497 1.169 1.858
```

## Properties
* HOMO energy: -0.0526 hartree
* total charge: -2
* HOMO-LUMO gap: 6.001 eV
* energy above the lowest of the compared OMol25 structures with the same formula, charge and spin: 0.0 kJ/mol
* F_max: 0.5 eV/A

Computed Löwdin charges, given in elementary charges:
1. Rh 0.567
2. O -0.014
3. C -0.509
4. N -0.116
5. C -0.143
6. C -0.229
7. C -0.035
8. C -0.078
9. C -0.052
10. C -0.127
11. N -0.050
12. C -0.160
13. C -0.009
14. C -0.072
15. C -0.052
16. C -0.110
17. N -0.052
18. H 0.126
19. H 0.133
20. H 0.109
21. H 0.097
22. H 0.104
23. H 0.029
24. H 0.111
25. H 0.096
26. H 0.101
27. H 0.060
28. S -0.261
29. As -0.536
30. S -0.006
31. S 0.038
32. S -0.280
33. S 0.337
34. C -0.963
35. N -0.053



[4]
Molecular formula: ClNO2
Method: DFT, ωB97M-V with the def2-TZVPD basis set

Structure (XYZ):
```
4
Properties=species:S:1:pos:R:3
N 1.012 0.184 0.035
O 1.384 -0.898 -0.015
O 0.022 0.841 -0.017
Cl -2.418 -0.128 -0.003
```

## Properties
* HOMO energy (alpha / beta): -0.3846 / -0.4314 hartree
* HOMO-LUMO gap (alpha / beta): 7.112 / 10.130 eV
* energy above the lowest of the compared OMol25 structures with the same formula, charge and spin: 34.9 kJ/mol
* F_max: 3.3 eV/A

Computed Löwdin charges, given in elementary charges:
1. N -0.202
2. O 0.175
3. O -0.020
4. Cl 0.047